Here is a molecular structure, C42H47AsF6N7O3P2Se2SiV at a distorted geometry from OMol25. Energies are from ωB97M-V/def2-TZVPD.

<S²>   0.84
Highest occupied orbital energy (spin up / spin down)   -0.3565 / -0.3565 Eh
HOMO-LUMO gap (spin up / spin down)   4.784 / 5.830 eV
Energy above the lowest of the compared OMol25 structures with the same formula, charge and spin   0.0 kJ/mol
Total energy   -11791.80521 Eh

Structure (ORCA input):
```
! RIJCOSX wB97M-V def2-TZVPD def2/J DEFGRID3
* xyz 1 2
V -0.8788 -0.2195 -1.3970
O -2.8505 -0.4317 0.1031
C -3.8402 0.3296 0.8073
C -4.9884 0.7126 -0.1030
C -4.4478 1.5479 -1.2694
C -4.1412 0.7635 -2.5154
C -5.1814 0.1906 -3.2408
C -4.9247 -0.3833 -4.4727
C -3.6311 -0.3317 -4.9679
C -2.6461 0.2191 -4.1735
N -2.8761 0.7259 -2.9550
H -3.2739 -1.2451 -0.2066
H -3.3381 1.2319 1.1633
H -4.1950 -0.2480 1.6668
H -5.7183 1.2828 0.4728
H -5.4826 -0.1895 -0.4759
H -3.5351 2.0512 -0.9556
H -5.1896 2.3003 -1.5466
H -6.1862 0.2241 -2.8421
H -5.7221 -0.8341 -5.0470
H -3.3892 -0.7139 -5.9486
H -1.6277 0.2795 -4.5307
Se 2.9886 -0.9636 4.0469
P 2.3446 -2.5494 2.7774
C 3.7296 -3.1589 1.7887
C 3.6993 -3.2565 0.4029
C 4.8223 -3.7237 -0.2660
C 5.9555 -4.0950 0.4415
C 5.9795 -3.9993 1.8278
C 4.8699 -3.5235 2.5031
C 1.6418 -3.9197 3.7214
C 0.5961 -3.6158 4.5896
C 0.0178 -4.6254 5.3370
C 0.4862 -5.9284 5.2223
C 1.5211 -6.2264 4.3498
C 2.1045 -5.2225 3.5907
C 1.0176 -2.0686 1.6746
C 0.6356 -0.8714 1.0819
N -0.3755 -1.2052 0.2276
N -0.5939 -2.5098 0.3144
N 0.2204 -3.0389 1.1644
P 0.7556 0.8576 1.5057
Se -0.4547 1.9089 -0.0197
C -0.0017 0.8963 3.1577
C -1.2579 0.2917 3.1995
C -1.9279 0.1573 4.4013
C -1.3432 0.6289 5.5698
C -0.0976 1.2338 5.5254
C 0.5789 1.3763 4.3236
C 2.4949 1.3124 1.3913
C 3.2401 0.6015 0.4511
C 4.5650 0.9322 0.2333
C 5.1409 1.9744 0.9469
C 4.3928 2.6897 1.8696
C 3.0598 2.3775 2.0817
H 2.8058 -2.9949 -0.1521
H 4.8072 -3.8104 -1.3444
H 6.8233 -4.4688 -0.0852
H 6.8593 -4.2976 2.3816
H 4.8756 -3.4303 3.5824
H 0.2490 -2.5919 4.6751
H -0.7954 -4.3981 6.0131
H 0.0403 -6.7157 5.8148
H 1.8781 -7.2429 4.2564
H 2.9050 -5.4495 2.8994
H -1.6983 -0.0882 2.2864
H -2.8978 -0.3206 4.4275
H -1.8607 0.5191 6.5130
H 0.3610 1.5897 6.4375
H 1.5579 1.8308 4.3169
H 2.7734 -0.2018 -0.1070
H 5.1454 0.3777 -0.4917
H 6.1758 2.2337 0.7720
H 4.8484 3.4975 2.4255
H 2.4667 2.9603 2.7730
C -3.5608 6.3507 0.5834
N -3.0096 5.6413 -0.5604
C -3.1050 6.1087 -1.8188
C -2.5889 5.4318 -2.8709
C -1.9338 4.1967 -2.5933
N -1.8633 3.7255 -1.3548
C -2.4016 4.4008 -0.3003
O -2.4052 3.9697 0.8437
N -1.3565 3.4683 -3.5568
H -3.9506 7.3140 0.2668
H -2.7873 6.4875 1.3365
H -4.3561 5.7577 1.0332
H -3.6157 7.0534 -1.9484
H -2.6672 5.8098 -3.8781
H -1.4430 3.7203 -4.5244
H -0.9858 2.5708 -3.3000
C 2.7771 -0.6773 -3.3724
Si 1.5125 0.7176 -3.4506
C 2.2385 2.3418 -2.8175
C 0.9312 0.8510 -5.2454
O 0.2204 0.4457 -2.4234
H 3.6030 -0.4462 -4.0464
H 2.3370 -1.6195 -3.7000
H 3.1874 -0.8295 -2.3741
H 3.1991 2.5201 -3.3008
H 2.3972 2.3129 -1.7389
H 1.5905 3.1914 -3.0354
H 1.7830 1.1557 -5.8545
H 0.1325 1.5738 -5.4154
H 0.6022 -0.1205 -5.6142
F -1.9139 -1.9561 -1.8317
As -0.6244 -2.9685 -2.7435
F -0.7068 -4.2913 -1.6766
F -1.9657 -3.5782 -3.6452
F 0.5113 -3.7726 -3.7653
F -0.5773 -1.5895 -3.8176
F 0.7334 -2.2642 -1.8814
*
```